[1]
Molecular formula: C2H7N3O
Method: DFT, ωB97M-V/def2-TZVPD

XYZ file:
```
13
Properties=species:S:1:pos:R:3:forces:R:3:lowdin_charge:R:1
N -0.878 -0.973 0.626 0.82 -0.71 -0.42 0.011
N 0.427 -1.349 0.053 -1.17 0.02 0.76 -0.126
N 0.813 -0.407 -0.903 0.27 0.25 -0.64 -0.120
C 0.926 0.887 -0.252 -0.12 -0.62 0.34 -0.184
C -0.425 1.351 0.282 0.40 1.10 -0.16 -0.338
O -0.582 1.916 1.334 -0.04 -0.11 -0.01 0.017
H -1.673 -1.438 0.195 0.21 -0.07 0.01 0.085
H -0.869 -1.133 1.628 0.06 -0.06 -0.24 0.091
H 0.413 -2.266 -0.390 -0.17 0.23 0.14 0.109
H 0.134 -0.333 -1.667 0.03 -0.10 0.16 0.104
H 1.294 1.612 -0.982 -0.09 0.04 0.06 0.122
H 1.632 0.788 0.575 -0.02 0.15 -0.10 0.121
H -1.211 1.342 -0.498 -0.21 -0.14 0.09 0.110
```
Forces are in eV/Å.

## Properties
Electronic energy: -8702.844 eV
ΔE to the lowest compared entry with this formula, charge and spin: 3.433 eV
Gap between HOMO and LUMO: 9.8 eV
Structure (SMILES): NNNCC=O
Charge: 0


[2]
Molecular formula: C2H7N3O
Method: DFT, ωB97M-V/def2-TZVPD

XYZ file:
```
13
Properties=species:S:1:pos:R:3:forces:R:3:lowdin_charge:R:1
N -1.105 -0.368 -1.609 0.53 -1.53 0.51 0.012
N 0.269 -0.187 -1.565 3.17 -1.23 -0.62 -0.212
N 0.741 0.679 -0.571 -3.94 -3.02 4.34 -0.005
C 0.865 -0.060 0.949 -0.31 1.03 -5.18 -0.269
C -0.438 0.028 1.555 -0.98 -1.84 1.95 -0.118
O 0.716 0.744 2.017 -0.12 1.16 0.53 0.015
H -1.395 -0.261 -0.678 -0.93 -0.61 1.64 0.014
H -1.486 0.435 -1.990 -0.78 1.96 -1.68 0.044
H 0.788 -1.117 -1.579 -1.27 1.51 0.13 0.131
H 1.523 1.132 -0.808 3.72 1.73 -1.31 0.032
H 1.607 -0.845 0.889 -0.11 -0.27 0.48 0.135
H -1.270 0.545 1.101 0.37 0.64 -0.17 0.097
H -0.815 -0.725 2.289 0.65 0.47 -0.63 0.124
```
Forces are in eV/Å.

## Properties
Electronic energy: -8700.784 eV
ΔE to the lowest compared entry with this formula, charge and spin: 5.493 eV
Gap between HOMO and LUMO: 9.9 eV
Structure (SMILES): NNN[C@@H]1CO1
Charge: 0


[3]
Molecular formula: C2H7N3O
Method: DFT, ωB97M-V/def2-TZVPD

XYZ file:
```
13
Properties=species:S:1:pos:R:3:forces:R:3:lowdin_charge:R:1
C 0.481 -0.180 -0.095 -0.22 0.17 0.02 -0.554
N -0.474 0.001 -1.114 -0.11 0.03 0.14 0.036
N 1.246 -1.317 -0.160 -0.11 0.08 0.08 0.141
N 1.042 0.941 0.479 -0.14 -0.15 -0.01 0.141
C -1.577 0.302 -0.116 0.29 0.10 -0.13 -0.474
O -1.779 1.481 0.235 0.21 -0.24 -0.07 -0.094
H -0.277 0.808 -1.704 0.00 0.00 0.09 0.116
H -0.814 -0.416 0.773 0.13 -0.02 0.00 0.161
H 1.803 -1.570 0.642 -0.05 0.05 -0.05 0.102
H 1.599 0.788 1.309 -0.04 -0.03 -0.08 0.103
H 0.793 -2.087 -0.626 0.00 0.06 0.02 0.104
H 0.347 1.680 0.596 -0.05 -0.07 -0.04 0.094
H -2.392 -0.431 -0.219 0.10 0.01 0.03 0.122
```
Forces are in eV/Å.

## Properties
Electronic energy: -8703.121 eV
ΔE to the lowest compared entry with this formula, charge and spin: 3.156 eV
Gap between HOMO and LUMO: 9.1 eV
Charge: 0


[4]
Molecular formula: C2H7N3O
Method: DFT, ωB97M-V/def2-TZVPD

XYZ file:
```
13
Properties=species:S:1:pos:R:3:forces:R:3:lowdin_charge:R:1
H 0.570 -0.268 1.703 -0.71 0.11 0.02 0.046
N -0.419 -0.165 1.434 0.58 0.04 -1.43 0.128
C -0.512 0.019 0.158 0.02 0.18 0.44 -0.517
N 0.453 0.028 -0.827 0.56 0.37 -0.32 -0.030
C 1.830 -0.057 -0.403 0.82 -0.36 0.42 -0.118
N -1.750 0.265 -0.464 -1.40 -1.08 0.00 -0.026
O -2.805 0.340 0.516 0.88 -0.16 -0.91 -0.073
H 0.298 0.756 -1.539 -0.12 -0.71 0.58 0.143
H 1.979 -0.897 0.294 -0.20 0.00 -0.43 0.081
H 2.531 -0.215 -1.244 -0.58 0.21 0.35 0.090
H 2.127 0.819 0.179 0.17 0.21 -0.20 0.084
H -1.974 -0.570 -1.069 0.28 1.23 0.71 0.152
H -2.327 -0.055 1.263 -0.29 -0.03 0.78 0.040
```
Forces are in eV/Å.

## Properties
Electronic energy: -8703.614 eV
ΔE to the lowest compared entry with this formula, charge and spin: 2.663 eV
Gap between HOMO and LUMO: 10.3 eV
Structure (SMILES): [H]/N=C(\NC)NO
Charge: 0


[5]
Molecular formula: C2H7N3O
Method: DFT, ωB97M-V/def2-TZVPD

XYZ file:
```
13
Properties=species:S:1:pos:R:3:forces:R:3:lowdin_charge:R:1
C -1.338 -0.130 -1.610 -0.02 0.19 -0.32 -0.094
O -1.182 -0.664 -0.311 0.10 -0.27 0.51 -0.079
C -0.050 -0.303 0.342 0.28 0.28 -0.03 -0.520
N 0.084 -1.002 1.531 0.06 0.06 -0.18 0.152
N 0.729 0.550 -0.176 -0.43 0.01 -0.31 -0.012
N 1.947 0.880 0.411 0.18 -0.22 0.29 -0.009
H -1.423 0.958 -1.571 0.00 -0.08 -0.04 0.085
H -2.252 -0.570 -2.005 0.04 0.01 0.03 0.087
H -0.482 -0.390 -2.235 -0.07 0.03 0.00 0.087
H -0.769 -1.445 1.834 0.03 0.05 0.05 0.095
H 0.593 -0.538 2.268 -0.08 -0.05 -0.05 0.078
H 2.192 1.810 0.091 -0.06 -0.21 0.22 0.071
H 1.952 0.844 1.430 -0.04 0.19 -0.16 0.057
```
Forces are in eV/Å.

## Properties
Electronic energy: -8704.201 eV
ΔE to the lowest compared entry with this formula, charge and spin: 2.076 eV
Gap between HOMO and LUMO: 9.0 eV
Structure (SMILES): CO/C(N)=N/N
Charge: 0


[6]
Molecular formula: C2H7N3O2
Method: DFT, ωB97M-V/def2-TZVPD

XYZ file:
```
14
Properties=species:S:1:pos:R:3:forces:R:3:lowdin_charge:R:1
N -0.489 2.438 0.510 -0.62 2.19 2.07 0.241
N -1.033 3.375 0.817 0.81 -1.52 -0.60 -0.240
O -1.626 4.350 1.092 -0.34 0.61 0.16 0.100
H -1.845 1.139 -2.097 -0.73 -0.62 0.11 0.038
N -0.943 1.472 -1.823 0.66 0.51 -0.90 0.067
C -0.281 0.749 -1.040 1.37 -0.19 -0.43 -0.418
C -0.700 -0.487 -0.373 -2.70 -2.12 0.59 -0.102
H 0.715 1.128 -0.765 -0.24 -0.37 -0.34 0.087
H -0.072 -1.360 -0.165 0.77 0.84 -0.04 0.071
H -1.504 -0.967 -0.953 0.11 0.22 -0.43 0.072
H -1.314 -0.327 0.545 0.92 0.45 -0.18 0.086
O 1.349 -3.599 -3.226 6.90 -3.01 2.87 0.017
H 0.602 -3.326 -3.553 -6.24 2.93 -2.51 -0.068
H 1.835 -2.951 -2.703 -0.65 0.10 -0.37 0.050
```
Forces are in eV/Å.

## Properties
Electronic energy: -10749.063 eV
ΔE to the lowest compared entry with this formula, charge and spin: 5.013 eV
Gap between HOMO and LUMO: 10.6 eV
Structure (SMILES): N#[N+][O-].[H]/N=C\C.O
Charge: 0


[7]
Molecular formula: C2H7N3O2
Method: DFT, ωB97M-V/def2-TZVPD

XYZ file:
```
14
Properties=species:S:1:pos:R:3:forces:R:3:lowdin_charge:R:1
H -0.172 -1.216 0.936 0.16 0.03 -0.10 0.050
N -0.841 -1.420 0.196 -0.15 -0.52 0.71 0.053
C -0.416 -1.106 -0.956 0.37 -0.30 -0.57 -0.391
N 0.784 -0.572 -1.272 0.23 0.07 -0.15 0.085
H -1.067 -1.330 -1.798 -0.05 0.11 -0.14 0.120
H 1.318 -0.135 -0.512 -0.07 -0.03 -0.27 0.031
H 0.940 -0.238 -2.208 -0.07 -0.07 0.05 0.085
O -1.608 1.075 0.874 1.17 0.95 0.77 0.164
C -2.373 0.383 0.360 -0.42 0.28 0.17 -0.516
O -3.266 -0.136 -0.133 -1.28 -0.74 -0.79 0.202
N 1.683 0.991 0.921 0.15 0.04 0.29 0.027
H 0.772 1.018 1.367 -0.07 0.07 -0.01 0.012
H 1.881 1.927 0.591 0.02 0.03 0.05 0.040
H 2.367 0.759 1.633 0.00 0.08 -0.01 0.038
```
Forces are in eV/Å.

## Properties
Electronic energy: -10753.587 eV
ΔE to the lowest compared entry with this formula, charge and spin: 0.489 eV
Gap between HOMO and LUMO: 9.9 eV
Structure (SMILES): [H]/N=C\N.O=C=O.N
Charge: 0


[8]
Molecular formula: C2H7N3O2
Method: DFT, ωB97M-V/def2-TZVPD

XYZ file:
```
14
Properties=species:S:1:pos:R:3:forces:R:3:lowdin_charge:R:1
C -1.046 -0.798 -0.441 -0.59 -2.49 -1.54 -0.099
N -1.252 0.595 -0.270 -2.21 0.40 0.35 -0.262
O -1.065 1.027 1.083 2.57 -0.01 -1.28 -0.034
O -0.385 1.241 -1.166 -0.64 -1.30 -0.75 -0.004
H -0.155 -0.940 -1.036 0.22 -0.13 0.01 0.039
H -1.865 -1.276 -1.082 0.73 0.95 0.84 0.107
H -0.984 -1.448 0.433 0.02 0.69 0.39 0.094
H -1.920 0.939 1.426 -2.17 0.13 0.62 0.068
H -0.001 1.927 -0.682 1.11 1.92 1.34 0.058
N 1.463 0.546 1.100 0.93 -0.19 -1.52 0.202
C 1.917 -0.288 0.375 -0.90 -0.39 -1.31 -0.374
N 2.233 -1.000 -0.569 2.66 1.55 2.39 0.139
H 1.432 0.927 1.982 -0.02 0.29 1.90 0.057
H 1.630 -1.452 -1.153 -1.71 -1.41 -1.44 0.007
```
Forces are in eV/Å.

## Properties
Electronic energy: -10747.659 eV
ΔE to the lowest compared entry with this formula, charge and spin: 6.417 eV
Gap between HOMO and LUMO: 9.3 eV
Structure (SMILES): CN(O)O.N=C=N
Charge: 0


[9]
Molecular formula: C2H7N3O2
Method: DFT, ωB97M-V/def2-TZVPD

XYZ file:
```
14
Properties=species:S:1:pos:R:3:forces:R:3:lowdin_charge:R:1
C -1.662 -0.182 -1.304 -2.04 -1.74 0.25 -0.155
N -1.141 0.591 -0.203 1.11 -0.90 0.45 0.042
C 0.009 0.392 0.231 3.45 1.22 2.97 -0.336
N 0.642 1.472 1.213 1.06 -4.12 -1.65 0.075
O 1.566 0.517 2.005 0.11 3.54 1.12 -0.188
N 1.151 -0.496 0.048 -0.78 -1.71 0.72 -0.037
O 0.798 -1.630 -0.751 -0.31 -1.45 0.38 -0.122
H -2.545 0.353 -1.509 -1.36 0.46 -0.75 0.042
H -2.073 -1.301 -1.264 1.54 2.13 0.69 0.131
H -1.059 -0.040 -2.154 0.92 -0.18 -1.19 0.052
H -0.016 1.627 1.922 -1.66 0.41 0.96 0.064
H 2.193 1.189 2.374 -0.55 -1.00 -0.43 0.108
H 1.575 -0.980 1.082 -2.04 2.13 -4.29 0.238
H 0.561 -1.513 -1.690 0.55 1.21 0.76 0.086
```
Forces are in eV/Å.

## Properties
Electronic energy: -10746.636 eV
ΔE to the lowest compared entry with this formula, charge and spin: 7.440 eV
Gap between HOMO and LUMO: 9.7 eV
Structure (SMILES): CN=C(NO)NO
Charge: 0


[10]
Molecular formula: C2H7N3O2
Method: DFT, ωB97M-V/def2-TZVPD

XYZ file:
```
14
Properties=species:S:1:pos:R:3:forces:R:3:lowdin_charge:R:1
C -2.456 0.228 -0.005 0.20 0.48 0.12 -0.102
N -1.880 -1.086 -0.220 -0.50 0.24 -0.43 -0.093
N -0.585 -1.389 -0.065 3.84 -0.25 0.69 0.061
N 0.338 -0.524 -0.190 -0.06 0.13 0.13 -0.285
O 0.275 0.664 -0.485 -0.23 0.62 -0.26 -0.028
O 1.725 -1.028 0.059 -0.80 -1.31 0.19 -0.120
C 2.951 -0.163 -0.025 -2.63 0.00 -0.40 -0.014
H -2.086 0.921 -0.758 -0.12 0.00 0.12 0.068
H -3.534 0.125 -0.105 -0.01 -0.05 -0.01 0.080
H -2.223 0.629 0.987 -0.06 0.02 -0.06 0.082
H -2.401 -1.836 0.221 0.24 0.19 -0.20 0.121
H 3.318 -0.013 0.984 -0.03 -0.04 0.05 0.078
H 3.638 -0.718 -0.654 -0.03 -0.06 0.02 0.081
H 2.658 0.779 -0.489 0.19 0.05 0.04 0.072
```
Forces are in eV/Å.

## Properties
Electronic energy: -10747.158 eV
ΔE to the lowest compared entry with this formula, charge and spin: 6.918 eV
Gap between HOMO and LUMO: 9.4 eV
Structure (SMILES): CN/N=[N+](\[O-])OC
Charge: 0